1.
7 unconnected molecules or ions with the total composition C34H83Cl4N5 in a non-equilibrium geometry, computed with ωB97M-V/def2-TZVPD.

Results
Relative energy (zero: lowest compared OMol25 entry of this formula, charge and spin) (kcal/mol): 95.8
Electronic energy (Eh): -3458.869849
Spin multiplicity: 1
Orbital gap (eV): 8.459
Total charge: 0

The geometry in XYZ format:
```
126
Properties=species:S:1:pos:R:3:mulliken_charge:R:1
Cl -11.762 -38.775 37.283 -0.20
C -13.220 -39.765 37.643 -0.15
C -12.891 -40.947 38.532 -0.52
Cl -14.413 -41.811 39.065 -0.21
H -13.353 -40.056 36.703 0.45
H -14.174 -39.126 37.905 -0.08
H -12.387 -41.071 39.508 0.33
H -12.407 -41.678 38.018 0.45
Cl -12.282 -32.475 34.689 -0.18
C -13.747 -33.603 34.438 -0.06
C -13.765 -34.058 33.067 -0.50
Cl -15.234 -35.060 32.797 -0.19
H -14.649 -33.094 34.578 0.11
H -13.579 -34.558 34.969 0.08
H -12.877 -34.586 32.931 0.40
H -13.769 -33.184 32.205 0.28
C -9.790 -33.855 37.987 -1.45
C -10.876 -32.844 38.315 -0.51
N -10.273 -31.561 38.438 0.46
C -11.105 -30.443 38.113 -0.34
C -12.401 -30.432 38.555 -1.10
C -9.666 -31.317 39.652 -0.76
C -8.354 -30.542 39.529 -2.07
H -9.148 -34.061 38.975 0.24
H -9.261 -33.635 37.112 0.37
H -10.301 -34.783 38.063 0.41
H -11.449 -32.983 39.251 0.32
H -11.684 -32.896 37.731 0.39
H -11.127 -30.604 36.985 0.24
H -10.562 -29.428 38.112 0.27
H -13.032 -31.157 38.769 0.38
H -13.128 -30.166 37.724 0.26
H -12.312 -29.734 39.605 0.15
H -9.432 -32.177 40.224 0.60
H -10.301 -31.069 40.473 0.52
H -7.812 -30.400 40.387 0.55
H -8.358 -29.720 39.047 0.52
H -7.715 -31.107 39.035 0.52
C -19.635 -27.292 32.730 -1.33
C -20.970 -28.014 32.855 -0.71
N -20.751 -29.399 33.385 0.11
C -22.031 -29.908 33.901 -0.31
C -23.255 -29.580 33.440 -1.37
C -20.142 -30.323 32.455 -0.51
C -19.476 -31.412 33.309 -1.28
H -19.759 -26.220 32.840 0.38
H -19.092 -27.518 31.814 0.30
H -19.174 -27.789 33.494 0.37
H -21.349 -28.076 31.857 0.31
H -21.702 -27.609 33.422 0.71
H -22.099 -29.454 35.030 0.25
H -21.753 -30.949 34.193 0.21
H -23.502 -28.947 32.758 0.52
H -23.969 -29.333 34.392 0.23
H -23.789 -30.489 33.070 0.34
H -19.390 -29.905 31.644 0.30
H -20.814 -30.707 31.671 0.34
H -18.574 -31.120 33.619 0.41
H -19.163 -32.255 32.653 0.42
H -20.087 -31.902 34.034 0.32
C -20.263 -40.962 38.955 -1.46
C -20.094 -39.429 39.109 -0.42
N -19.269 -38.740 38.071 0.24
C -19.494 -37.451 37.799 -0.67
C -19.918 -36.486 38.797 -0.76
C -17.771 -39.056 38.219 0.15
C -17.015 -39.074 36.931 -0.96
H -21.213 -41.478 39.389 0.33
H -19.327 -41.624 39.171 0.22
H -20.392 -40.906 38.085 0.61
H -19.860 -39.026 40.098 0.26
H -21.117 -38.920 38.975 0.39
H -20.215 -37.612 37.156 0.68
H -18.977 -37.089 36.835 0.18
H -20.230 -36.517 39.736 0.51
H -20.604 -35.598 38.386 0.23
H -18.916 -35.921 38.872 -0.18
H -17.654 -40.079 38.652 0.23
H -17.369 -38.517 39.091 -0.06
H -17.082 -38.054 36.511 -0.01
H -17.563 -39.672 36.112 0.32
H -16.093 -39.618 37.043 0.20
C -17.448 -33.465 36.055 -2.40
C -16.901 -34.542 36.946 1.08
N -15.395 -34.357 37.296 0.90
C -15.057 -33.145 37.902 1.18
C -15.874 -32.673 38.969 -1.87
C -14.974 -35.546 38.087 -1.36
C -13.411 -35.650 38.088 -1.30
H -16.930 -33.156 35.283 0.70
H -17.343 -32.536 36.439 0.69
H -18.556 -33.689 35.823 0.24
H -16.921 -35.471 36.317 0.08
H -17.556 -34.716 37.898 -0.34
H -15.326 -32.202 37.049 0.05
H -14.007 -33.006 38.112 -1.45
H -16.786 -32.944 39.112 0.68
H -15.936 -31.478 39.025 0.23
H -15.287 -32.772 39.903 0.47
H -15.582 -36.220 37.755 1.32
H -15.307 -35.427 39.121 0.12
H -12.970 -35.014 38.664 0.80
H -12.861 -35.767 37.057 -0.02
H -13.161 -36.712 38.409 0.01
C -14.431 -35.275 43.344 -1.65
C -14.642 -36.147 42.155 1.17
N -15.637 -37.138 42.519 0.00
C -16.922 -36.699 42.341 -0.65
C -17.359 -35.535 41.637 -1.29
C -15.400 -38.388 41.563 -0.70
C -14.349 -39.232 42.093 -1.34
H -13.718 -34.561 43.060 0.53
H -14.034 -35.842 44.404 0.23
H -15.323 -34.760 43.747 0.33
H -13.752 -36.840 42.017 0.36
H -14.882 -35.621 41.254 -0.80
H -16.793 -36.209 43.281 0.47
H -17.682 -37.511 42.556 0.40
H -16.838 -34.637 41.281 0.48
H -18.187 -35.113 42.109 0.62
H -17.603 -35.814 40.805 0.00
H -15.215 -38.103 40.510 0.00
H -16.167 -38.902 41.460 1.12
H -14.432 -39.393 43.120 0.41
H -13.315 -38.817 41.987 0.28
H -14.342 -40.218 41.454 0.21
```

2.
A gas-phase ion, C3H9N2O (charge +1) in a non-equilibrium geometry, computed with ωB97M-V/def2-TZVPD.

Results
Relative energy (zero: lowest compared OMol25 entry of this formula, charge and spin) (kcal/mol): 71.0
Electronic energy (Eh): -304.137183
Spin multiplicity: 1
Orbital gap (eV): 11.337
Total charge: +1

The geometry in XYZ format:
```
15
Properties=species:S:1:pos:R:3:nbo_charge:R:1
C 0.127 -2.582 0.552 0.08
C -0.316 2.129 -0.574 -0.41
C 0.311 -0.368 -0.327 0.38
N -0.292 -1.408 0.422 -0.50
N -0.666 0.798 0.040 -0.53
O 1.493 0.087 0.167 -0.67
H -0.256 -3.324 1.203 0.20
H 0.902 -2.940 0.016 0.16
H -0.725 1.976 -1.608 0.23
H -0.965 2.889 0.061 0.24
H 0.676 2.228 -0.387 0.24
H 0.163 -0.349 -1.378 0.19
H -0.481 0.954 1.063 0.44
H -1.608 0.375 -0.224 0.45
H 1.637 -0.465 0.973 0.50
```

3.
A single C3H9NOS molecule in a non-equilibrium geometry, computed with ωB97M-V/def2-TZVPD.

Results
Relative energy (zero: lowest compared OMol25 entry of this formula, charge and spin) (kcal/mol): 22.6
Electronic energy (Eh): -647.862038
Spin multiplicity: 1
Orbital gap (eV): 10.045
Total charge: 0

The geometry in XYZ format:
```
15
Properties=species:S:1:pos:R:3:nbo_charge:R:1
C 0.116 0.297 -0.454 -0.24
C 1.010 1.349 0.189 -0.51
S 0.936 2.926 -0.738 -0.04
N 0.083 -0.919 0.415 -0.64
C -1.078 -1.724 0.134 0.09
O -2.227 -1.090 0.664 -0.72
H -0.914 0.637 -0.513 0.21
H 0.480 0.006 -1.436 0.18
H 2.034 0.985 0.243 0.21
H 0.684 1.461 1.219 0.22
H 2.205 2.854 -1.144 0.12
H 0.919 -1.426 0.147 0.36
H -1.307 -1.867 -0.905 0.15
H -0.979 -2.699 0.633 0.16
H -1.961 -0.790 1.548 0.47
```

4.
4 unconnected molecules or ions with the total composition C22H26NO14PSi, computed with ωB97M-V/def2-TZVPD.

Results
Electronic energy (Eh): -2592.886088
Spin multiplicity: 1
Orbital gap (eV): 6.684
Total charge: 0

The geometry in XYZ format:
```
65
Properties=species:S:1:pos:R:3:nbo_charge:R:1
C -0.421 -1.498 -0.851 -0.66
C -0.417 0.017 -1.040 -0.06
O -1.646 0.632 -0.680 -0.54
C -2.681 0.374 -1.606 -0.06
C -3.964 0.978 -1.047 -0.87
Si -4.785 -0.075 0.275 0.79
P -5.351 -2.161 -0.448 0.82
N -5.536 -1.753 -2.100 -1.17
O -3.804 -2.811 -0.295 -1.01
H -0.637 -2.036 -1.776 0.20
H 0.559 -1.818 -0.501 0.23
H -1.167 -1.775 -0.104 0.23
H -0.178 0.279 -2.080 0.16
H 0.337 0.484 -0.407 0.19
H -2.425 0.813 -2.583 0.16
H -2.768 -0.712 -1.752 0.16
H -3.686 1.927 -0.577 0.25
H -4.672 1.203 -1.847 0.24
H -3.906 -0.220 1.456 -0.15
H -6.062 0.544 0.700 -0.16
H -4.761 -1.308 -2.577 0.37
H -5.911 -2.501 -2.666 0.38
H -3.750 -3.672 -0.717 0.49
C 6.346 -1.766 -0.529 -0.40
C 5.133 -1.369 -0.123 0.34
C 3.907 -1.431 -1.020 0.48
O 2.866 -1.036 -0.519 -0.57
C 4.044 -1.921 -2.366 -0.41
C 5.265 -2.297 -2.780 0.35
C 6.491 -2.243 -1.880 0.49
O 7.536 -2.612 -2.388 -0.55
O 5.533 -2.747 -3.991 -0.62
O 4.876 -0.866 1.074 -0.63
H 7.225 -1.703 0.097 0.24
H 3.172 -1.955 -3.002 0.24
H 6.496 -2.935 -3.993 0.51
H 3.914 -0.678 1.079 0.51
C 7.962 3.655 -0.568 -0.40
C 7.036 2.783 -0.998 0.34
C 7.389 1.552 -1.818 0.48
O 6.451 0.834 -2.128 -0.57
C 8.764 1.302 -2.163 -0.41
C 9.690 2.174 -1.734 0.35
C 9.341 3.404 -0.904 0.47
O 10.284 4.103 -0.577 -0.54
O 10.982 2.065 -1.976 -0.62
O 5.742 2.897 -0.759 -0.62
H 7.717 4.530 0.017 0.25
H 9.006 0.423 -2.745 0.25
H 11.399 2.837 -1.536 0.51
H 5.322 2.125 -1.191 0.51
C -9.848 -0.322 5.089 -0.41
C -9.002 -0.940 4.250 0.35
C -7.829 -0.226 3.591 0.48
O -7.137 -0.914 2.862 -0.55
C -7.618 1.175 3.858 -0.40
C -8.466 1.793 4.694 0.34
C -9.631 1.075 5.366 0.48
O -10.313 1.760 6.109 -0.55
O -8.389 3.069 5.026 -0.62
O -9.086 -2.212 3.909 -0.62
H -10.680 -0.825 5.561 0.25
H -6.789 1.678 3.381 0.25
H -9.132 3.222 5.647 0.51
H -8.338 -2.369 3.293 0.51
```

5.
2 unconnected molecules or ions with the total composition C2H9NS in a non-equilibrium geometry, computed with ωB97M-V/def2-TZVPD.

Results
Relative energy (zero: lowest compared OMol25 entry of this formula, charge and spin) (kcal/mol): 5.2
Electronic energy (Eh): -534.521365
Spin multiplicity: 1
Orbital gap (eV): 9.632
Total charge: 0

The geometry in XYZ format:
```
13
Properties=species:S:1:pos:R:3:nbo_charge:R:1
N -0.148 -2.228 -2.120 -1.08
H -0.516 -2.789 -1.377 0.36
H 0.360 -1.407 -1.801 0.37
H -0.921 -1.848 -2.640 0.35
C -0.651 1.195 -0.134 -0.77
S 0.981 0.562 0.058 0.18
C 0.997 0.596 1.901 -0.72
H -0.866 1.237 -1.201 0.23
H -1.349 0.457 0.273 0.21
H -0.872 2.151 0.337 0.21
H 2.009 0.465 2.252 0.23
H 0.222 -0.031 2.327 0.21
H 0.754 1.639 2.125 0.21
```

6.
A single C5H14N2 molecule in a non-equilibrium geometry, computed with ωB97M-V/def2-TZVPD.

Results
Relative energy (zero: lowest compared OMol25 entry of this formula, charge and spin) (kcal/mol): 14.9
Electronic energy (Eh): -308.399373
Spin multiplicity: 1
Orbital gap (eV): 10.199
Total charge: 0

The geometry in XYZ format:
```
21
Properties=species:S:1:pos:R:3:nbo_charge:R:1
C -1.597 1.329 1.502 -0.21
C -0.194 0.878 1.054 -0.38
C -0.012 0.770 -0.474 -0.42
C 1.302 0.059 -0.818 -0.41
C 1.063 -1.331 -1.368 -0.21
N 2.306 -2.128 -1.342 -0.82
N -2.643 0.580 0.860 -0.85
H -1.667 2.391 1.286 0.18
H -1.559 1.264 2.607 0.16
H 0.486 1.602 1.498 0.21
H -0.019 -0.127 1.463 0.18
H -0.929 0.318 -0.849 0.22
H -0.018 1.777 -0.892 0.20
H 1.907 0.024 0.102 0.19
H 1.947 0.634 -1.481 0.21
H 0.733 -1.254 -2.405 0.19
H 0.297 -1.818 -0.760 0.16
H 2.550 -2.244 -0.363 0.34
H 2.087 -3.068 -1.680 0.35
H -2.457 -0.413 0.880 0.35
H -3.582 0.759 1.180 0.37
```